8
Properties=species:S:1:pos:R:3:lowdin_spin:R:1 method="wB97M-V/def2-TZVPD" charge=+3 spin_multiplicity=2 e_above_lowest_kcal_mol=0.0 lumo_energy_ev="-17.6 / -17.7" s_squared=0.754
C -1.656 -0.311 0.354 0.277
C -0.788 -0.702 -0.683 0.308
O 0.468 -0.710 -0.560 0.137
O -2.938 -0.320 0.125 0.163
H -1.231 -0.954 -1.657 0.006
H -3.310 0.568 0.030 0.016
Lu 2.431 0.146 -0.080 0.087
H -1.266 -0.233 1.377 0.007